12
Properties=species:S:1:pos:R:3:forces:R:3:lowdin_charge:R:1 method="wB97M-V/def2-TZVPD" e_tot_ev=-11283.1072 relative_energy_kcal_mol=125.3 smiles="C=COc1ncno1" multiplicity=1
C 2.35907 0.87691 0.20045 1.0 3.6 -2.5 0.007
C 2.26760 -0.38923 -0.05457 -3.9 -2.5 0.1 -0.107
O 0.90452 -1.05075 -0.07852 1.3 0.4 0.4 0.024
C -0.23431 -0.42012 -0.03809 -1.2 -3.4 2.3 -0.456
N -1.40606 -1.10874 0.19095 2.4 2.1 -1.8 0.158
C -2.27805 -0.04170 0.01980 0.9 -2.2 -0.7 -0.221
N -1.68489 1.06740 -0.06821 -1.5 4.8 -0.6 0.054
O -0.30429 0.89843 -0.04629 -1.9 -1.6 -0.3 0.007
H 3.35386 1.31433 -0.42988 -2.5 -0.7 2.8 0.149
H 1.32399 1.50026 0.39976 3.8 -1.4 -0.5 0.134
H 2.77407 -1.32179 -0.23100 1.4 0.8 -0.3 0.117
H -3.30292 -0.13990 -0.36515 0.3 0.1 1.2 0.133

12
Properties=species:S:1:pos:R:3:forces:R:3:lowdin_charge:R:1 method="wB97M-V/def2-TZVPD" e_tot_ev=-11286.8947 relative_energy_kcal_mol=37.9 smiles="O=C1NC=N/C1=C/O" multiplicity=1
O 0.76132 1.73608 -0.21591 -1.8 -1.2 1.2 -0.015
C -0.08083 0.78952 -0.00575 5.9 2.3 -1.8 -0.475
N -1.35871 0.86214 0.10170 -5.3 5.0 0.6 0.120
C -1.90805 -0.38304 0.01097 -1.7 -2.6 1.0 -0.185
N -1.02176 -1.31447 -0.11015 1.0 0.2 -0.2 0.108
C 0.22362 -0.59183 -0.11726 0.8 -0.1 0.6 -0.189
C 1.55173 -0.94370 -0.06588 -1.6 0.2 -0.3 -0.051
O 2.59645 -0.14307 0.15845 -0.3 -1.5 -0.5 0.082
H -1.83287 1.85209 0.12096 1.0 -3.0 -0.1 0.231
H -2.99368 -0.68689 0.25182 1.8 1.1 -0.8 0.155
H 1.70831 -1.97507 -0.28958 1.1 -0.6 0.3 0.127
H 2.35447 0.79823 0.16064 -0.9 0.3 -0.1 0.094

12
Properties=species:S:1:pos:R:3:forces:R:3:lowdin_charge:R:1 method="wB97M-V/def2-TZVPD" e_tot_ev=-11283.4379 relative_energy_kcal_mol=117.6 smiles="C=NN=c1occo1" multiplicity=1
C 2.89271 -0.03042 -0.18203 -0.2 3.9 1.9 -0.004
N 1.68245 0.34379 0.28597 8.4 1.6 -2.3 -0.049
N 0.97903 -0.73389 0.23404 -3.0 -4.4 0.3 0.020
C -0.19671 -0.38619 0.03835 -4.4 -3.7 0.4 -0.422
O -1.36754 -1.21471 -0.02981 1.2 -0.2 0.2 0.067
C -2.48535 -0.36282 0.02327 6.6 1.5 -0.5 -0.023
C -2.01956 0.86523 -0.02687 -0.4 1.2 1.2 -0.025
O -0.63515 0.79527 -0.01750 -1.2 5.1 -0.5 0.092
H 3.76595 0.72810 -0.32237 -2.0 -1.1 0.4 0.082
H 3.19714 -1.05515 -0.21438 -0.4 -0.7 -0.5 0.043
H -3.34413 -0.79617 -0.01066 -5.2 -2.4 0.0 0.070
H -2.46884 1.84695 0.22199 0.5 -0.9 -0.7 0.148